C5H7N5 | ωB97M-V with the def2-TZVPD basis set

Element x y z (Å)
H: -1.26 -0.33 -3.70
N: 0.59 1.50 -1.90
C: 0.76 -0.59 2.68
C: 0.15 -0.14 0.37
N: -0.08 -0.82 1.51
N: -1.64 -1.01 -1.64
C: -0.72 -0.23 -0.83
H: -2.61 -0.85 -1.33
N: 1.03 0.85 0.36
C: 1.25 1.61 -0.74
H: -1.00 -1.32 1.58
N: -1.33 -0.07 -2.71
H: 1.20 0.32 2.68
H: 2.03 2.31 -0.66
H: 0.32 -0.52 3.62
C: -0.31 0.47 -1.96
H: 1.60 -1.17 2.71

The value obtained for the energy above the lowest of the compared OMol25 structures with the same formula, charge and spin is 304.6 kJ/mol. Its lowest unoccupied orbital energy is 0.79 eV. The value obtained for the gap between HOMO and LUMO is 9.0 eV. The value obtained for the total energy is -468.39277 Eh.